No. 1
ORCA calculation (ωB97M-V with the def2-TZVPD basis set) on C16H9AgBr4N4O4S as an isolated structure.

The geometry in XYZ format:
```
39
Properties=species:S:1:pos:R:3:forces:R:3
Ag -0.485041 -0.142447 0.373915 -0.2 -0.5 -0.5
Br -1.976998 -7.031008 0.187564 0.0 0.1 0.0
C -1.006851 -5.403195 -0.005194 0.1 0.2 0.0
C 0.373514 -5.386881 0.063061 -0.1 0.2 -0.1
Br 1.348217 -7.007877 0.274369 0.0 0.0 0.0
C 1.056847 -4.153103 -0.066758 -0.2 0.1 0.0
Br 2.957710 -4.071872 0.002435 0.0 0.0 0.0
C 0.412489 -2.908375 -0.248890 0.3 -0.1 -0.1
O 1.040626 -1.795661 -0.356995 -0.4 -0.3 0.2
C -1.060382 -2.932795 -0.330648 -0.3 -0.1 -0.1
O -1.705848 -1.837990 -0.517820 0.2 -0.2 0.2
C -1.696005 -4.181948 -0.205541 0.1 0.0 0.0
Br -3.599924 -4.140155 -0.306942 0.1 0.0 0.0
N -3.422751 -4.517485 4.139368 0.1 0.3 -0.1
C -2.591412 -3.389052 4.123299 -0.1 -0.1 0.1
C -1.526965 -3.326121 3.225934 0.0 -0.1 -0.1
C -0.734268 -2.200457 3.160837 0.1 0.1 0.0
C -0.993565 -1.119052 3.996026 -0.1 -0.1 0.2
C -2.038410 -1.170782 4.904874 0.0 -0.1 -0.1
C -2.839513 -2.304438 4.967218 0.0 0.0 0.0
S 0.075359 0.283678 3.951493 -0.2 -0.1 -0.2
O -0.347444 1.179127 5.009542 0.0 0.0 0.0
O 1.425400 -0.222690 4.003333 0.1 0.1 0.1
N -0.322705 0.828599 2.478961 0.6 1.0 -0.1
C 0.335946 1.895771 1.973155 0.1 0.1 0.4
N 1.275452 2.582867 2.687620 -0.3 0.0 -0.2
C 1.871845 3.594085 2.084934 -0.1 -0.1 0.0
C 1.585635 4.001179 0.786529 0.0 0.0 0.1
C 0.619822 3.250780 0.132711 -0.2 -0.1 0.0
N -0.000286 2.218434 0.678307 0.3 0.0 0.5
H -3.055384 -5.327332 3.667911 0.0 0.0 0.0
H -3.857186 -4.725796 5.017799 0.0 -0.1 0.2
H -1.325530 -4.166826 2.570751 0.0 0.0 -0.1
H 0.103080 -2.163558 2.468356 -0.1 0.0 0.0
H -2.213146 -0.316719 5.549431 0.0 -0.1 0.0
H -3.672075 -2.349453 5.665599 0.1 0.0 -0.1
H 2.632789 4.110236 2.670048 -0.1 0.0 0.0
H 2.086924 4.835160 0.313742 0.0 0.0 0.0
H 0.325735 3.488551 -0.887536 0.1 0.0 0.0
```
Forces are in eV/Å.

Computed properties:
- frontier orbital gap (eV) = 5.209
- HOMO (eV) = -0.8
- total charge = -2
- E (eV) = -325894.5802

Here are the Löwdin charges for atoms 1 to 8, given in e: number 1, Ag, carries 0.763; number 2, Br, carries 0.588; number 3, C, carries -0.808; number 4, C, carries -0.794; number 5, Br, carries 0.598; number 6, C, carries -0.657; number 7, Br, carries 0.657; number 8, C, carries -0.499

=====

No. 2
ORCA calculation (ωB97M-V with the def2-TZVPD basis set) on C16H9F6N4PtS6Sb as an isolated structure.

The geometry in XYZ format:
```
43
Properties=species:S:1:pos:R:3:forces:R:3
Pt 0.376868 0.476448 0.126346 0.1 0.0 -0.1
S -1.140344 -6.751367 -0.522028 0.0 0.0 0.0
N -1.496528 -5.534356 -1.512672 0.0 0.0 0.0
C -1.021866 -4.433787 -0.952992 0.0 0.0 0.0
C -1.119940 -3.094997 -1.501561 0.0 0.0 0.0
C -1.734865 -2.764105 -2.713848 0.0 0.0 0.0
C -1.757279 -1.447277 -3.111323 0.0 0.0 0.0
C -1.168575 -0.470268 -2.308582 0.0 0.0 0.0
N -0.583160 -0.785744 -1.160871 -0.1 0.0 0.1
C -0.553350 -2.072084 -0.754246 0.0 0.0 0.0
C 0.106996 -2.311818 0.513807 0.0 0.0 0.0
N 0.621574 -1.222903 1.140754 0.1 0.0 0.0
C 1.239497 -1.383034 2.308128 0.0 0.0 0.0
C 1.375723 -2.632432 2.903770 0.0 0.0 0.0
C 0.860441 -3.746005 2.280178 0.0 0.0 0.0
C 0.208662 -3.588087 1.055701 0.0 0.0 0.0
C -0.377350 -4.671356 0.288797 0.0 0.0 0.0
N -0.376213 -5.946175 0.642861 0.0 0.0 0.0
H -2.179507 -3.545055 -3.316178 0.0 0.0 0.0
H -2.218392 -1.149153 -4.041467 0.0 0.0 0.0
H -1.159713 0.572129 -2.597154 -0.1 -0.1 0.0
H 1.634962 -0.493440 2.775941 0.0 0.0 0.0
H 1.890820 -2.705907 3.850280 0.0 0.0 0.0
H 0.950259 -4.733064 2.713769 0.0 0.0 0.0
C -1.316722 2.471337 3.178918 0.0 0.0 0.0
S -1.562483 2.960801 1.450875 0.0 -0.1 0.0
C -0.098463 3.879400 1.169890 0.0 0.0 0.0
C 1.219033 3.394932 1.188389 0.0 0.1 0.1
S 1.750496 1.787911 1.449292 -0.1 0.0 0.0
S 2.430799 4.585819 0.973105 0.0 0.0 0.0
C 1.386454 5.954867 0.785733 0.0 0.0 0.0
S 1.909283 7.479055 0.572272 0.0 0.0 0.0
S -0.288895 5.530038 0.866434 0.0 0.0 0.0
H -2.193555 1.878905 3.435099 0.0 0.0 0.0
H -1.279021 3.349393 3.818045 0.0 0.0 0.0
H -0.419730 1.868404 3.289996 0.0 0.0 0.0
F -0.014440 2.105548 -1.061131 0.0 0.0 -0.1
Sb 0.935963 2.805148 -2.728316 0.0 0.1 0.1
F 2.465747 2.857152 -1.641810 0.0 0.0 0.0
F 0.443296 4.486303 -2.038674 0.0 0.0 0.0
F 1.761154 3.452899 -4.256151 0.0 0.0 0.0
F -0.764728 2.604562 -3.496076 0.0 0.0 0.0
F 1.257093 0.981365 -3.063302 0.1 0.0 0.0
```
Forces are in eV/Å.

Computed properties:
- ΔE to the lowest compared entry with this formula, charge and spin (eV) = 0.022
- multiplicity = 2
- frontier orbital gap (alpha / beta) (eV) = 7.209 / 5.645
- HOMO (alpha / beta) (eV) = -11.4 / -11.7
- total charge = +1
- E (eV) = -113798.0155

Here are the Löwdin charges for atoms 1 to 8, given in e: number 1, Pt, carries 0.986; number 2, S, carries 1.079; number 3, N, carries -0.198; number 4, C, carries -0.294; number 5, C, carries -0.063; number 6, C, carries 0.050; number 7, C, carries 0.016; number 8, C, carries -0.067

=====

No. 3
ORCA calculation (ωB97M-V with the def2-TZVPD basis set) on C17H10F6IrN4O7S2 as an isolated structure.

The geometry in XYZ format:
```
47
Properties=species:S:1:pos:R:3:forces:R:3
Ir 0.202136 -0.217795 0.641153 0.2 -1.4 0.6
O -4.038278 -0.887467 2.038075 0.0 0.0 0.0
C -4.591580 -0.885311 0.810974 0.0 0.0 0.0
C -5.973560 -1.079214 0.742156 0.0 0.0 0.0
C -6.622217 -1.084550 -0.474828 0.0 0.0 0.0
C -5.907422 -0.895314 -1.655130 0.0 0.0 0.0
C -4.541139 -0.709669 -1.591055 0.0 0.0 0.0
C -3.858284 -0.704255 -0.372712 0.0 0.0 0.0
C -2.386331 -0.519541 -0.357111 -0.1 0.0 0.0
O -1.819780 -0.434290 0.822527 0.0 0.0 0.0
N -1.753238 -0.466363 -1.492458 0.1 0.0 0.0
N -0.389991 -0.290168 -1.292859 0.1 0.3 0.1
C 0.406111 -0.412935 -2.287112 0.0 0.1 0.0
C 1.845360 -0.285052 -2.205374 0.0 0.0 0.0
C 2.522808 -0.355407 -3.439975 0.0 0.0 0.0
C 3.884733 -0.239810 -3.548910 0.0 0.0 0.0
C 4.629076 -0.044569 -2.377761 0.0 0.0 0.0
C 4.010838 0.019138 -1.157059 0.0 0.0 0.0
C 2.606765 -0.109527 -1.012903 0.0 0.1 0.0
O 2.159459 -0.061056 0.214877 0.0 -0.1 0.1
H -3.081333 -0.700965 1.922446 0.0 0.0 0.0
H -6.510325 -1.220364 1.671068 0.0 0.0 0.0
H -7.694832 -1.233884 -0.506773 0.0 0.0 0.0
H -6.414094 -0.893649 -2.611103 0.0 0.0 0.0
H -3.958735 -0.563907 -2.490193 0.0 0.0 0.0
H -0.037150 -0.631248 -3.256351 0.0 0.0 0.0
H 1.923959 -0.503034 -4.332374 0.0 0.0 0.0
H 4.370731 -0.298992 -4.513320 0.0 0.0 0.0
H 5.706561 0.057971 -2.433553 0.0 0.0 0.0
H 4.575851 0.165133 -0.245894 0.0 0.0 0.0
F 0.146012 -4.837779 2.594771 0.0 0.0 0.0
C -0.029117 -3.608310 3.076951 -0.1 -0.1 0.0
F 0.281896 -3.607066 4.373238 0.0 0.0 0.0
F -1.302227 -3.261367 2.936382 0.0 0.0 0.0
S 1.068860 -2.429320 2.153591 0.0 0.0 0.2
O 0.562081 -2.508949 0.774812 -0.1 0.5 -0.1
O 2.407754 -2.834837 2.451260 -0.1 -0.1 0.0
N 0.062884 -0.591619 3.962225 -0.2 0.0 -0.1
S 0.954828 2.457829 2.011850 -0.1 -0.2 -0.2
O 0.154083 1.752312 0.878132 -0.5 0.6 -0.4
O 1.485076 3.716210 1.495623 0.1 0.0 0.1
C -0.563069 3.054248 2.969386 0.0 0.0 0.0
F -1.507630 2.107433 3.050740 0.1 0.0 0.1
F -1.108983 4.141323 2.426725 0.0 0.0 0.0
F -0.187101 3.362330 4.229222 0.0 0.0 -0.1
N 1.222969 -0.260399 3.838770 0.2 0.0 -0.1
C 0.603931 -0.771189 2.593781 0.4 0.1 -0.2
```
Forces are in eV/Å.

Computed properties:
- ΔE to the lowest compared entry with this formula, charge and spin (eV) = 2.522
- frontier orbital gap (eV) = 7.808
- HOMO (eV) = -5.3
- total charge = -1
- E (eV) = -78898.3290

Here are the Löwdin charges for atoms 1 to 8, given in e: number 1, Ir, carries 1.385; number 2, O, carries 0.066; number 3, C, carries -0.261; number 4, C, carries -0.022; number 5, C, carries -0.099; number 6, C, carries -0.106; number 7, C, carries -0.037; number 8, C, carries -0.075

=====

No. 4
ORCA calculation (ωB97M-V with the def2-TZVPD basis set) on a 2-piece molecular cluster, C17H12Br2Cl2F3NO2S overall.

The geometry in XYZ format:
```
40
Properties=species:S:1:pos:R:3:forces:R:3
O -2.721247 0.197273 -4.630855 -0.3 0.2 -0.1
C -1.770694 0.494817 -3.956049 0.1 -0.6 0.0
C -1.621368 1.900253 -3.409298 -0.7 -0.3 -0.5
N -2.789283 2.734070 -3.596973 0.7 -0.9 0.5
C -3.013017 3.457201 -2.653723 0.4 1.4 0.6
S -3.031219 4.494560 -1.468145 -0.5 -0.6 -0.6
C -0.510561 2.317309 -2.811083 0.3 -1.0 0.0
C 0.634808 1.346652 -2.648786 -0.4 0.6 -0.3
O 1.695232 1.818403 -2.302531 0.3 -0.1 0.1
C 0.444804 -0.114773 -2.947468 -0.5 -0.5 -0.3
C 1.388966 -1.087692 -2.592486 0.8 0.2 0.5
C 2.681558 -0.753282 -1.838366 -0.3 0.5 -0.4
C 2.505204 -0.222269 -0.386198 0.4 -0.8 -0.1
C 1.342839 -0.811629 0.417648 0.8 0.8 1.2
F 0.133612 -0.330844 0.014697 0.4 -0.3 -0.5
Br 1.340695 -2.776507 0.450632 -0.2 0.5 -0.3
C 1.510457 -0.344025 1.953230 -1.9 -1.0 -0.6
F 2.131401 0.833074 2.047948 0.3 -0.4 0.1
F 2.132324 -1.296464 2.656914 0.7 0.9 0.1
Br -0.293019 -0.169010 2.742330 0.5 0.1 0.2
C 1.169317 -2.430063 -2.909183 -0.2 -0.1 -0.3
C 0.012972 -2.844455 -3.561139 0.6 0.5 0.4
C -0.927001 -1.877984 -3.897900 -0.8 -1.0 -0.5
C -0.732898 -0.547984 -3.611228 0.8 1.6 0.7
H -0.376534 3.330247 -2.430771 0.1 -0.3 -0.1
H 3.337432 -1.634111 -1.847777 -0.3 0.2 0.1
H 3.183007 0.033466 -2.422952 0.0 -0.3 0.4
H 2.453933 0.870956 -0.336192 -0.3 -0.3 -0.2
H 3.419794 -0.506832 0.164395 -0.3 0.1 -0.1
H 1.918889 -3.174603 -2.635089 -0.2 0.3 0.0
H -0.125677 -3.905500 -3.758064 -0.2 0.3 -0.1
H -1.843954 -2.216974 -4.382928 0.2 0.4 0.1
Cl -3.014268 0.361473 5.417576 0.0 0.0 0.0
C -2.458663 0.673879 7.080833 0.0 0.1 0.1
C -0.984590 0.398211 7.247705 0.1 0.1 0.1
Cl -0.607232 -1.338394 7.124794 0.0 0.0 0.0
H -3.058005 0.066756 7.755676 0.0 -0.1 -0.1
H -2.663515 1.722917 7.291409 0.1 0.0 0.0
H -0.659327 0.724193 8.235035 -0.1 0.0 0.0
H -0.393554 0.924409 6.500882 -0.1 -0.1 -0.1
```
Forces are in eV/Å.

Computed properties:
- frontier orbital gap (eV) = 8.394
- HOMO (eV) = -9.7
- E (eV) = -207525.4108

Here are the Löwdin charges for atoms 1 to 8, given in e: number 1, O, carries 0.132; number 2, C, carries -0.266; number 3, C, carries -0.152; number 4, N, carries 0.120; number 5, C, carries -0.743; number 6, S, carries 0.764; number 7, C, carries 0.080; number 8, C, carries -0.289

=====

No. 5
ORCA calculation (ωB97M-V with the def2-TZVPD basis set) on C17H12Br2I2IrNOS as an isolated structure.

The geometry in XYZ format:
```
37
Properties=species:S:1:pos:R:3:forces:R:3
Ir 0.294186 1.377894 0.291086 -0.5 -0.6 2.4
O -0.000905 2.496546 1.892039 -0.1 0.3 0.0
N 0.925545 2.540938 2.877440 0.0 0.0 0.1
C 0.610636 3.148339 4.037231 -0.2 0.1 0.1
C 1.554335 3.213547 5.032595 0.0 0.0 0.0
C 2.821492 2.663033 4.826894 0.0 0.0 -0.1
C 3.101051 2.036850 3.626620 0.1 0.0 0.2
C 2.112104 1.983704 2.653226 0.3 0.1 0.3
S 2.318259 1.203359 1.130896 -0.2 -0.3 -1.1
H -0.384794 3.564641 4.106152 0.0 0.0 -0.1
H 1.293322 3.690812 5.966621 0.0 0.0 0.0
H 3.576093 2.721684 5.599871 0.0 0.0 0.0
H 4.062088 1.580532 3.428077 0.0 0.0 0.0
Br 0.315622 3.190754 -5.174568 0.3 -0.9 -0.1
C 0.777597 1.399107 -4.975787 -0.2 1.2 -0.5
C 1.310182 0.705600 -6.049966 0.5 -1.0 -0.9
C 1.698617 -0.617918 -5.899096 -0.1 1.0 -0.8
C 1.580419 -1.273668 -4.661926 0.2 -0.4 0.0
C 1.043143 -0.620139 -3.580771 -0.4 1.2 0.4
C 0.635179 0.704661 -3.755005 -0.3 -1.3 1.6
I -0.358809 1.691081 -2.230934 -0.1 0.1 -0.6
H 1.422110 1.208533 -7.000998 0.0 0.0 0.0
H 2.101264 -1.150716 -6.750540 0.0 0.0 0.0
H 1.900857 -2.301250 -4.557377 0.0 -0.1 -0.1
H 0.939138 -1.129563 -2.633259 -0.1 0.1 0.0
Br -4.030912 -0.113828 -0.283906 0.0 0.3 -0.1
C -3.422957 -1.725951 0.434762 0.8 -0.2 0.6
C -4.109576 -2.887932 0.147260 0.0 -0.3 0.1
C -3.667046 -4.102589 0.666595 0.3 0.1 0.2
C -2.546930 -4.172944 1.509311 -0.6 -0.4 -0.4
C -1.841610 -3.036162 1.810285 0.0 0.7 -0.1
C -2.288337 -1.812905 1.280441 -0.5 -0.5 -0.7
I -1.325443 -0.121984 1.902838 0.7 0.8 -0.3
H -4.992160 -2.843872 -0.476233 0.0 0.0 0.0
H -4.200449 -5.008850 0.409061 0.0 0.0 0.1
H -2.239769 -5.118839 1.934523 0.0 0.0 -0.1
H -0.983543 -3.082506 2.466543 0.0 0.1 0.0
```
Forces are in eV/Å.

Computed properties:
- ΔE to the lowest compared entry with this formula, charge and spin (eV) = 1.719
- multiplicity = 2
- frontier orbital gap (alpha / beta) (eV) = 5.228 / 3.598
- HOMO (alpha / beta) (eV) = -16.9 / -16.9
- total charge = +3
- E (eV) = -191288.6958

Here are the Löwdin charges for atoms 1 to 8, given in e: number 1, Ir, carries 0.393; number 2, O, carries -0.406; number 3, N, carries -0.178; number 4, C, carries 0.045; number 5, C, carries 0.032; number 6, C, carries 0.027; number 7, C, carries -0.016; number 8, C, carries -0.592

=====

No. 6
ORCA calculation (ωB97M-V with the def2-TZVPD basis set) on C17H12GaI2N2O2S3 as an isolated structure.

The geometry in XYZ format:
```
39
Properties=species:S:1:pos:R:3:forces:R:3
Ga 0.143338 0.126528 1.249033 1.2 0.0 0.0
S 2.762138 1.685428 4.398533 0.4 0.2 0.4
C 1.786138 1.102128 3.220233 0.4 0.1 0.2
S 0.149838 0.642728 3.568833 0.0 -0.3 -0.4
S 2.361838 0.874628 1.584633 -0.6 -0.3 -0.1
I -0.424662 5.355428 0.977933 0.0 -0.2 -0.4
C -0.270962 3.979728 -0.604667 0.0 0.2 0.7
C -0.163162 4.399628 -1.921367 0.0 -0.1 -0.4
C -0.074962 3.473928 -2.934667 0.0 0.5 -0.6
I 0.055238 4.174828 -4.932567 0.0 -0.1 0.4
C -0.019462 2.096528 -2.665467 0.0 -0.3 0.3
C 0.111538 1.063628 -3.613567 0.0 -0.3 0.1
C 0.268238 -0.232672 -3.193667 0.0 0.2 -0.2
C 0.264138 -0.524672 -1.826467 0.0 -0.1 0.2
N 0.065638 0.408428 -0.922967 0.1 -0.5 0.2
C -0.070662 1.688128 -1.305767 0.0 0.5 -0.5
C -0.249562 2.632628 -0.243467 0.0 0.3 0.3
O -0.342162 2.225028 0.962033 0.1 -0.3 -0.1
H -0.143262 5.455328 -2.149667 -0.1 0.0 0.0
H 0.088438 1.299128 -4.667567 0.1 0.0 -0.1
H 0.390138 -1.033372 -3.906467 0.0 -0.1 0.0
H 0.397538 -1.533972 -1.459967 0.0 -0.1 0.1
C -2.292462 -1.919872 -0.069367 0.1 0.0 0.1
C -1.070562 -2.550872 0.513033 -0.2 0.0 -0.2
C -0.822662 -3.894872 0.626733 -0.2 0.0 -0.2
C 0.380538 -4.034072 1.344833 0.1 -0.1 0.0
C 0.814038 -2.771572 1.645233 0.3 0.0 0.2
C 2.022638 -2.413772 2.438733 0.0 0.1 0.0
N -0.063662 -1.843072 1.132033 0.0 0.4 -0.1
H -2.849062 -2.683272 -0.610567 -0.1 0.0 0.0
H -2.066862 -1.097072 -0.751567 -0.1 0.0 0.0
H -2.929662 -1.529172 0.727333 -0.2 0.0 -0.1
H -1.442962 -4.690972 0.257433 -0.2 -0.1 -0.1
H 0.877938 -4.951372 1.604633 0.1 -0.1 0.1
H 2.487038 -3.325772 2.810233 0.0 -0.1 0.0
H 1.749738 -1.795372 3.298333 0.1 0.0 -0.1
H 2.751038 -1.865872 1.837733 0.0 0.0 0.2
O -2.704462 1.317328 2.056833 0.1 -0.6 -0.5
C -1.925962 0.690528 1.525433 -1.5 0.6 0.7
```
Forces are in eV/Å.

Computed properties:
- ΔE to the lowest compared entry with this formula, charge and spin (eV) = 0.746
- frontier orbital gap (eV) = 6.368
- HOMO (eV) = -4.5
- total charge = -1
- E (eV) = -125986.5820

Here are the Löwdin charges for atoms 1 to 8, given in e: number 1, Ga, carries 0.011; number 2, S, carries 0.442; number 3, C, carries -1.746; number 4, S, carries 0.610; number 5, S, carries 0.587; number 6, I, carries 0.890; number 7, C, carries -0.618; number 8, C, carries -0.227